[1]
C27H24F5N3O11S2SnTe | ωB97M-V/def2-TZVPD

DFT total energy	-3813.36678	a.u.
gap between HOMO and LUMO	0.2639	hartree
net charge	-2

XYZ file:
```
74
Properties=species:S:1:pos:R:3:mulliken_charge:R:1
Sn -1.096 -1.569 -1.749 1.008
O -3.497 1.401 -0.113 -0.723
S -3.081 0.551 -1.201 1.234
O -3.825 0.839 -2.513 -0.436
O -3.327 -0.889 -0.969 -0.778
O -1.621 0.677 -1.506 -0.432
O 3.324 -1.636 -2.503 -0.976
C 2.181 -1.444 -2.997 0.512
O 1.163 -2.145 -2.760 -0.779
C 2.032 -0.254 -3.937 0.222
C 0.792 0.142 -4.422 -0.687
C 0.639 1.252 -5.257 -1.436
C 1.786 1.926 -5.590 1.360
O 1.922 3.045 -6.391 -0.513
C 3.318 3.292 -6.475 -0.258
O 3.999 2.391 -5.615 -0.521
C 3.024 1.532 -5.126 1.101
C 3.187 0.453 -4.300 -1.068
H -0.097 -0.424 -4.192 0.661
H -0.337 1.546 -5.622 0.545
H 3.521 4.317 -6.154 0.229
H 3.650 3.132 -7.506 0.241
H 4.148 0.145 -3.910 0.478
O 3.965 -3.166 -0.417 -0.603
C 4.601 -2.126 0.274 -0.616
N 4.205 -2.039 1.668 -0.019
C 3.252 -1.249 2.232 -0.148
O 3.065 -1.241 3.447 -0.721
C 2.493 -0.334 1.331 0.125
C 2.354 1.003 1.683 -0.488
C 1.606 1.831 0.865 -0.978
C 1.000 1.279 -0.259 -0.661
N 1.111 -0.004 -0.580 0.478
C 1.841 -0.790 0.194 -0.044
H 3.635 -2.776 -1.260 0.535
H 4.406 -1.169 -0.211 0.454
H 5.682 -2.294 0.279 0.286
H 4.568 -2.729 2.304 0.270
H 2.819 1.370 2.590 0.439
H 1.465 2.878 1.101 0.461
H 0.377 1.880 -0.914 0.451
H 1.886 -1.835 -0.100 0.788
N -1.243 -0.941 1.436 -0.052
S -0.752 -0.786 2.901 0.204
C -1.964 -1.432 4.076 0.373
C -1.684 -2.670 4.634 -0.302
C -2.610 -3.277 5.472 -0.583
C -3.815 -2.647 5.743 -0.358
C -4.099 -1.413 5.170 -0.653
C -3.175 -0.803 4.337 -0.374
C -0.824 0.937 3.414 0.511
C -1.523 1.855 2.645 -0.237
C -1.524 3.190 3.030 -0.637
C -0.820 3.597 4.154 -0.468
C -0.107 2.668 4.906 -0.594
C -0.106 1.332 4.535 -0.462
H -2.162 -0.533 1.278 -0.027
H -0.745 -3.160 4.402 0.411
H -2.392 -4.247 5.903 0.363
H -4.541 -3.121 6.393 0.358
H -5.048 -0.927 5.363 0.366
H -3.406 0.149 3.872 0.384
H -2.050 1.536 1.748 0.310
H -2.075 3.911 2.437 0.457
H -0.815 4.642 4.443 0.371
H 0.460 2.987 5.773 0.361
H 0.462 0.599 5.099 0.387
F -3.318 0.135 -4.933 -0.453
Te -4.129 -1.005 -3.597 1.517
F -4.192 -2.800 -2.836 -0.467
F -5.546 -1.002 -2.315 -0.389
F -4.528 -2.099 -5.083 -0.374
F -5.593 -0.038 -4.396 -0.407
O -2.274 -1.411 -3.421 -0.530
```



[2]
C35H58OP2Ti | ωB97M-V/def2-TZVPD

⟨S²⟩	0.77
DFT total energy	-2975.29910	a.u.
spin multiplicity	2
gap between HOMO and LUMO (alpha / beta)	0.1940 / 0.1776	hartree
net charge	+1

XYZ file:
```
97
Properties=species:S:1:pos:R:3:lowdin_spin:R:1
Ti 0.408 -0.379 -0.453 0.024
C 1.847 2.492 -1.727 -0.009
C 2.273 1.340 -2.453 0.006
C -0.045 1.410 -2.520 -0.011
C 0.434 2.511 -1.731 0.004
C 1.129 0.776 -3.083 0.001
C 2.703 3.539 -1.120 -0.001
H 3.737 3.483 -1.485 0.000
H 2.710 3.425 -0.020 0.000
H 2.319 4.553 -1.291 0.000
C -0.370 3.557 -1.074 0.002
H 0.225 4.443 -0.826 0.000
H -0.803 3.160 -0.146 0.000
H -1.174 3.923 -1.719 0.000
C -1.368 1.299 -3.182 -0.001
H -1.843 2.276 -3.298 0.000
H -2.016 0.631 -2.606 0.000
H -1.276 0.906 -4.200 0.000
C 1.118 0.074 -4.394 0.001
H 0.926 0.740 -5.254 0.000
H 0.319 -0.672 -4.397 0.001
H 2.084 -0.393 -4.613 0.000
C 3.674 0.869 -2.611 0.000
H 4.134 1.181 -3.557 0.000
H 3.716 -0.226 -2.577 0.000
H 4.305 1.254 -1.797 0.000
C 1.375 -1.543 2.908 0.006
C 2.538 -0.869 2.908 0.008
C 3.850 -1.500 2.598 0.014
C 3.972 -1.876 1.093 0.055
C 2.756 -1.585 0.208 0.504
C 1.659 -2.511 0.054 0.093
C 1.264 -3.480 1.223 0.008
C 1.238 -3.024 2.690 0.003
H 4.013 -2.384 3.242 0.000
H 4.319 -2.935 1.020 0.016
H 4.651 -0.777 2.893 0.000
H 2.007 -3.555 3.273 0.000
H 0.603 -1.070 3.539 0.001
H 2.564 0.095 3.423 0.000
H 0.324 -3.412 3.146 0.000
H 0.297 -3.990 0.983 0.000
H 1.968 -3.387 -0.687 0.054
H 2.008 -4.300 1.138 0.004
H 4.802 -1.306 0.663 0.000
H 3.054 -1.116 -0.745 0.021
P 1.762 2.412 1.643 0.017
C 1.058 2.362 3.317 0.004
C 3.402 1.505 1.471 0.014
P 0.653 -2.550 -1.781 0.053
C 0.739 0.978 1.071 0.052
C 1.613 -3.179 -3.202 0.011
C -0.721 -3.676 -1.776 0.005
H -0.001 2.660 3.205 0.000
H 1.550 3.092 3.968 0.000
H 1.089 1.344 3.757 0.000
H 3.284 0.505 1.055 0.008
H 3.964 1.464 2.402 0.000
H 4.025 2.040 0.773 0.000
H -0.786 -4.474 -1.025 0.001
H -0.742 -4.098 -2.784 0.000
H -1.608 -3.019 -1.711 0.000
H -0.207 1.012 1.651 0.003
H 1.342 0.031 1.287 0.017
H 0.849 -3.504 -3.929 0.000
H 2.318 -4.006 -3.034 0.001
H 2.159 -2.352 -3.674 0.000
C -1.616 -1.591 3.048 0.000
C -2.309 -1.888 1.728 0.001
C -3.129 -3.172 1.916 0.000
C -3.177 -0.686 1.375 0.001
C -4.292 -0.472 2.192 0.000
C -5.208 0.536 1.922 0.001
C -4.915 1.392 0.859 0.000
C -3.742 1.295 0.107 0.000
C -3.527 2.378 -0.928 0.000
C -4.479 2.168 -2.107 0.000
C -3.660 3.794 -0.371 0.000
C -2.789 0.234 0.365 0.000
O -1.608 0.039 -0.237 0.006
H -2.318 -1.409 3.881 0.000
H -0.976 -0.697 2.950 0.000
H -0.987 -2.442 3.330 0.000
H -1.537 -2.043 0.952 0.000
H -3.704 -3.123 2.857 0.000
H -3.808 -3.325 1.072 0.000
H -2.456 -4.038 1.967 0.000
H -4.433 -1.146 3.038 0.000
H -6.115 0.667 2.528 0.000
H -5.587 2.225 0.622 0.000
H -2.507 2.234 -1.258 0.000
H -5.506 2.328 -1.781 0.000
H -4.273 2.866 -2.917 0.000
H -4.414 1.157 -2.521 0.000
H -3.005 3.988 0.490 0.000
H -3.398 4.540 -1.126 0.000
H -4.693 3.993 -0.072 0.000
```



[3]
C2H2ClP | ωB97M-V/def2-TZVPD

SMILES	ClP1=CC=1
DFT total energy	-878.88273	a.u.
gap between HOMO and LUMO	0.3672	hartree
net charge	0

XYZ file:
```
6
Properties=species:S:1:pos:R:3:mulliken_charge:R:1
C 0.885 -0.189 -0.005 -0.378
C -0.315 -0.677 0.238 -0.142
P -0.683 0.682 -0.935 0.110
Cl -1.067 2.410 0.075 -0.214
H 1.909 -0.680 -0.123 0.278
H -0.728 -1.546 0.748 0.346
```



[4]
C22H57N2OP3 | ωB97M-V/def2-TZVPD

SMILES	[H]/N=C(\C)C[PH2]([PH2]=N)P(C)O.CCCCCC.CCCCCC.CCCCCC
DFT total energy	-2081.12354	a.u.
gap between HOMO and LUMO	0.2893	hartree
net charge	0

XYZ file:
```
85
Properties=species:S:1:pos:R:3:mulliken_charge:R:1
C 3.039 5.384 1.046 -1.237
C 1.860 4.496 1.354 0.407
N 1.349 4.368 2.501 -0.660
C 1.252 3.629 0.260 -0.742
P 1.429 4.187 -1.492 -0.119
P 0.218 6.160 -1.152 0.234
N -1.091 6.129 -2.026 -0.692
P 2.503 2.276 -2.198 0.351
C 4.215 2.913 -2.070 -1.278
O 2.264 2.427 -3.834 -0.516
H 3.000 5.823 0.046 0.292
H 3.095 6.196 1.773 0.451
H 3.966 4.802 1.104 0.273
H 1.822 4.960 3.184 0.293
H 1.644 2.609 0.353 0.550
H 0.175 3.578 0.453 0.471
H 0.355 3.893 -2.378 0.103
H 2.506 5.021 -1.964 0.072
H -0.002 6.351 0.239 0.047
H 1.153 7.195 -1.413 0.063
H -1.175 6.888 -2.691 0.222
H 4.860 2.354 -2.754 0.364
H 4.286 3.984 -2.316 0.418
H 4.598 2.769 -1.054 0.306
H 2.832 3.083 -4.266 0.287
C -1.744 0.130 -1.900 -1.247
C -0.642 -0.027 -0.858 0.257
C 0.493 -0.947 -1.302 -0.158
C 0.082 -2.393 -1.580 -0.915
C -0.585 -3.106 -0.404 -0.535
C 0.304 -3.173 0.833 -0.910
H -2.239 -0.821 -2.107 0.322
H -2.508 0.829 -1.554 0.356
H -1.340 0.512 -2.839 0.267
H -1.073 -0.384 0.082 0.274
H -0.217 0.959 -0.639 -0.214
H 1.281 -0.931 -0.544 0.041
H 0.948 -0.527 -2.204 0.304
H 0.978 -2.953 -1.868 0.404
H -0.585 -2.430 -2.445 0.403
H -0.850 -4.119 -0.717 0.423
H -1.527 -2.613 -0.149 0.170
H 1.251 -3.666 0.597 0.052
H -0.172 -3.730 1.641 0.474
H 0.536 -2.176 1.213 0.251
C -8.519 -1.635 0.489 -1.179
C -8.417 -0.677 -0.694 -0.395
C -7.141 -0.853 -1.515 -0.820
C -5.843 -0.615 -0.740 -0.224
C -5.723 0.761 -0.089 -0.485
C -5.743 1.913 -1.088 -1.218
H -7.712 -1.478 1.205 0.274
H -9.461 -1.504 1.023 0.382
H -8.468 -2.673 0.152 0.291
H -8.487 0.354 -0.334 0.226
H -9.277 -0.824 -1.352 0.366
H -7.179 -0.184 -2.379 0.334
H -7.119 -1.869 -1.922 0.388
H -5.000 -0.751 -1.426 0.058
H -5.730 -1.384 0.029 0.359
H -4.786 0.794 0.474 0.348
H -6.520 0.905 0.646 0.343
H -4.936 1.809 -1.817 0.256
H -5.610 2.870 -0.582 0.378
H -6.684 1.961 -1.637 0.333
C 5.790 -4.660 4.423 -1.237
C 4.582 -3.861 3.946 -0.528
C 3.867 -4.489 2.751 -0.212
C 4.727 -4.637 1.494 -0.734
C 5.338 -3.334 0.980 -0.563
C 4.293 -2.289 0.604 -0.908
H 6.559 -4.729 3.653 0.281
H 6.246 -4.200 5.301 0.388
H 5.499 -5.678 4.694 0.294
H 4.895 -2.842 3.698 0.229
H 3.867 -3.764 4.766 0.419
H 2.977 -3.898 2.518 -0.069
H 3.501 -5.480 3.038 0.442
H 4.108 -5.072 0.702 0.379
H 5.528 -5.358 1.678 0.367
H 5.955 -3.560 0.106 0.360
H 6.018 -2.918 1.729 0.276
H 3.611 -2.680 -0.154 0.116
H 4.756 -1.387 0.200 0.454
H 3.694 -1.992 1.467 0.248
```



[5]
C6H13N3 | ωB97M-V/def2-TZVPD

DFT total energy	-400.51277	a.u.
gap between HOMO and LUMO	0.2998	hartree
net charge	0

XYZ file:
```
22
Properties=species:S:1:pos:R:3:mulliken_charge:R:1
C 1.968 -2.077 1.739 -0.779
C 1.435 2.123 -0.300 -0.836
C 1.310 -1.900 0.609 -0.163
C 0.860 1.121 0.362 0.018
C -0.031 -1.235 0.508 -0.839
C 0.152 0.037 -0.269 0.087
N -1.509 1.694 -1.591 -0.378
N -2.624 -0.034 -0.593 -0.570
N -1.678 0.952 -0.458 -0.068
H 2.947 -2.523 1.760 0.264
H 1.554 -1.783 2.690 0.248
H 1.905 2.947 0.208 0.277
H 1.441 2.154 -1.376 0.280
H 1.754 -2.196 -0.331 0.298
H 0.855 1.125 1.445 0.233
H -0.729 -1.904 -0.006 0.330
H -0.410 -1.016 1.508 0.334
H 0.358 -0.096 -1.326 0.320
H -1.839 2.642 -1.453 0.211
H -1.894 1.276 -2.438 0.194
H -2.683 -0.563 0.268 0.298
H -2.506 -0.653 -1.403 0.240
```



[6]
C18H18BIN2O2W | ωB97M-V/def2-TZVPD

⟨S²⟩	2.03
DFT total energy	-1345.74090	a.u.
spin multiplicity	3
gap between HOMO and LUMO (alpha / beta)	0.2418 / 0.1742	hartree
net charge	+2

XYZ file:
```
43
Properties=species:S:1:pos:R:3:lowdin_spin:R:1
C 1.076 1.412 2.201 0.014
C 0.948 -2.307 1.860 0.016
H 1.037 2.402 1.745 0.000
H 2.042 1.328 2.725 0.001
H 0.317 1.379 3.007 0.010
H 1.079 -3.099 1.130 0.000
H 1.797 -2.358 2.559 0.002
H 0.039 -2.507 2.446 0.015
C 1.128 1.985 -0.905 0.011
C 1.344 2.482 -2.180 -0.002
C 1.198 1.655 -3.294 0.015
C 0.790 0.351 -3.100 0.000
H 1.251 2.597 -0.018 0.001
H 1.641 3.523 -2.268 0.000
H 1.388 2.043 -4.291 0.001
H 0.659 -0.354 -3.921 0.000
N 0.723 0.703 -0.708 -0.005
C 0.504 -0.105 -1.806 0.010
C -0.221 -1.316 -1.519 0.002
N -0.397 -1.564 -0.191 0.001
C -1.409 -2.383 0.196 0.008
C -1.753 -3.092 -2.082 0.002
C -2.034 -3.217 -0.721 0.000
H -1.667 -2.373 1.257 0.003
H -2.742 -3.945 -0.338 0.000
C -0.840 -2.128 -2.482 0.000
H -0.585 -1.942 -3.516 0.000
H -2.240 -3.733 -2.810 0.000
W 0.824 -0.358 1.196 0.764
I 3.434 -0.568 0.745 0.067
O -2.348 0.433 0.224 0.083
B -1.181 0.763 1.036 0.097
O -1.477 2.049 1.678 0.110
C -2.725 2.377 1.312 0.203
C -3.517 3.370 1.858 0.009
C -4.872 3.367 1.513 0.164
C -5.375 2.452 0.581 0.210
C -4.550 1.485 -0.003 -0.005
C -3.241 1.433 0.414 0.186
H -3.078 4.080 2.554 -0.002
H -5.532 4.092 1.985 0.005
H -6.427 2.484 0.304 0.008
H -4.901 0.766 -0.737 -0.003
```